Arrangement one

Computed, not measured: a molecular structure, C6H8OS, with ωB97M-V/def2-TZVPD.

Computed properties:
LUMO ... 0.69 eV
Gap between HOMO and LUMO ... 0.361 hartree

Last column: natural (NBO) charge in e.
Element x y z (Å)
1 C -0.003 0.342 -0.820  -0.340
2 C 0.210 1.294 0.394  0.054
3 C -0.156 0.488 1.565  -0.416
4 C 1.098 -0.323 1.184  0.045
5 C 0.791 -0.790 -0.235  -0.059
6 C 0.816 -2.064 -0.477  -0.349
7 H -2.248 1.291 -1.145  0.131
8 H 0.185 0.764 -1.830  0.251
9 H 0.015 2.279 0.185  0.201
10 H -1.211 0.023 1.644  0.210
11 H -0.028 1.109 2.466  0.230
12 H 1.883 -0.889 1.784  0.225
13 H 1.086 -2.839 0.247  0.206
14 H 0.523 -2.554 -1.582  0.199
15 O 1.572 1.035 0.817  -0.511
16 S -1.833 -0.071 -1.123  -0.077

Arrangement two

Computed, not measured: a single C6H8OS molecule, with ωB97M-V/def2-TZVPD.

Computed properties:
LUMO ... -0.31 eV
Gap between HOMO and LUMO ... 0.311 hartree
SMILES ... C=C1CCO[C@@H]1C=S

Last column: natural (NBO) charge in e.
Element x y z (Å)
1 C 0.748 -0.787 1.665  -0.392
2 C 0.410 -0.399 0.484  0.007
3 C 1.478 -0.061 -0.487  -0.500
4 C 0.687 0.789 -1.463  -0.086
5 O -0.751 0.196 -1.587  -0.519
6 C -0.972 -0.265 -0.274  -0.061
7 C -2.109 0.370 0.436  -0.255
8 S -2.960 -0.514 1.525  0.032
9 H 1.809 -0.925 2.220  0.222
10 H -0.029 -1.358 2.163  0.213
11 H 1.974 0.597 0.154  0.245
12 H 2.164 -0.828 -1.063  0.235
13 H 0.427 1.853 -1.084  0.176
14 H 1.152 1.086 -2.405  0.209
15 H -1.415 -1.251 -0.402  0.237
16 H -2.614 1.496 0.119  0.235

Arrangement three

Computed, not measured: 2 unconnected molecules or ions with the total composition C6H8OS, with ωB97M-V/def2-TZVPD.

Computed properties:
LUMO ... -2.28 eV
Gap between HOMO and LUMO ... 0.253 hartree

Last column: natural (NBO) charge in e.
Element x y z (Å)
1 C 1.021 0.624 0.348  -0.291
2 C 0.264 1.729 -0.470  -0.201
3 C -1.116 1.408 -0.346  -0.194
4 C -1.426 0.068 0.296  0.056
5 C -0.296 -1.495 -0.503  -0.038
6 C -0.052 -0.334 0.622  -0.299
7 H 2.095 -2.271 0.494  0.056
8 H 1.466 1.007 1.323  0.226
9 H 0.655 2.667 -0.908  0.235
10 H -1.826 2.064 -0.974  0.222
11 H -2.107 0.001 1.296  0.200
12 H 0.313 -1.116 -1.413  0.182
13 H -0.163 -2.478 -0.280  0.179
14 H 0.013 -0.769 1.542  0.217
15 O -1.599 -0.967 -0.687  -0.525
16 S 2.757 -0.137 -0.341  -0.025

Arrangement four

Computed, not measured: a single C6H8OS molecule, with ωB97M-V/def2-TZVPD.

Computed properties:
LUMO ... 0.51 eV
Gap between HOMO and LUMO ... 0.335 hartree
SMILES ... S=C1CCC=CCO1

Last column: natural (NBO) charge in e.
Element x y z (Å)
1 S 0.473 -3.209 -0.856  -0.026
2 C 0.354 -1.641 -0.568  0.233
3 C -0.851 -1.130 0.278  -0.500
4 C -0.857 0.186 1.030  -0.460
5 C -0.700 1.430 0.108  -0.128
6 C 0.424 1.586 -0.648  -0.237
7 C 1.447 0.500 -0.497  -0.122
8 O 1.145 -0.729 -1.135  -0.499
9 H -1.083 -1.941 0.930  0.240
10 H -1.661 -1.053 -0.433  0.233
11 H -1.802 0.225 1.564  0.227
12 H -0.126 0.226 1.888  0.219
13 H -1.499 2.100 0.043  0.202
14 H 0.591 2.411 -1.309  0.218
15 H 2.420 0.818 -0.930  0.208
16 H 1.725 0.220 0.535  0.191

If we sort the structures by their calculated energies, the order from most to least stable is arrangement four, arrangement one, arrangement two, arrangement three.

Arrangement one

Computed, not measured: 2 unconnected molecules or ions with the total composition C6H8OS, with ωB97M-V/def2-TZVPD.

Computed properties:
LUMO ... 0.13 eV
Gap between HOMO and LUMO ... 0.318 hartree

Last column: natural (NBO) charge in e.
Element x y z (Å)
1 C 1.145 -0.412 -0.646  0.134
2 C -0.377 -1.035 -0.687  -0.274
3 C -1.426 -0.401 -1.476  -0.216
4 C -1.748 0.883 -1.379  -0.180
5 C -0.607 1.336 -0.391  -0.472
6 C 0.056 0.179 0.163  -0.224
7 H 2.629 -0.614 0.972  0.445
8 H 1.330 0.256 -1.495  0.171
9 H -0.505 -1.933 -0.152  0.236
10 H -1.950 -1.028 -2.290  0.205
11 H -2.382 1.710 -1.845  0.243
12 H -1.418 1.707 0.252  0.233
13 H -0.116 2.144 -0.799  0.223
14 H -0.580 -0.726 2.174  0.135
15 O 2.164 -1.246 -0.174  -0.663
16 S 0.214 0.322 1.942  0.004

Arrangement two

Computed, not measured: a single C6H8OS molecule, with ωB97M-V/def2-TZVPD.

Computed properties:
LUMO ... -0.47 eV
Gap between HOMO and LUMO ... 0.299 hartree
SMILES ... OC[C@H]1CC=CC1=S

Last column: natural (NBO) charge in e.
Element x y z (Å)
1 O -0.145 1.931 1.082  -0.727
2 C -0.209 1.727 -0.321  -0.054
3 C -0.046 0.262 -0.680  -0.324
4 C 1.275 -0.374 -0.196  -0.457
5 C 0.869 -1.697 0.359  -0.063
6 C -0.467 -1.813 0.448  -0.304
7 C -1.133 -0.641 -0.084  -0.061
8 S -2.728 -0.305 0.022  -0.021
9 H -0.958 1.672 1.491  0.478
10 H -1.154 2.124 -0.763  0.187
11 H 0.588 2.283 -0.806  0.183
12 H -0.175 0.169 -1.743  0.239
13 H 1.703 0.199 0.612  0.242
14 H 1.998 -0.410 -0.978  0.223
15 H 1.613 -2.423 0.717  0.220
16 H -1.031 -2.704 0.840  0.238

Arrangement three

Computed, not measured: a single C6H8OS molecule, with ωB97M-V/def2-TZVPD.

Computed properties:
LUMO ... 0.82 eV
Gap between HOMO and LUMO ... 0.331 hartree
SMILES ... C=C1OCS/C1=C\C

Last column: natural (NBO) charge in e.
Element x y z (Å)
1 C -0.831 2.168 -0.064  -0.509
2 C -1.072 0.933 0.078  0.359
3 O -2.232 0.235 0.298  -0.497
4 C -2.206 -1.087 -0.270  -0.189
5 S -0.547 -1.853 -0.185  0.243
6 C 0.153 -0.306 0.100  -0.253
7 C 1.402 0.057 0.196  -0.213
8 C 2.516 -0.893 0.273  -0.629
9 H -1.728 2.797 -0.087  0.219
10 H 0.086 2.558 -0.145  0.216
11 H -3.051 -1.519 0.320  0.216
12 H -2.502 -1.115 -1.302  0.185
13 H 1.877 1.063 0.164  0.206
14 H 2.934 -0.884 1.269  0.228
15 H 3.172 -0.401 -0.566  0.212
16 H 2.028 -1.753 -0.079  0.205

Arrangement four

Computed, not measured: a single C6H8OS molecule, with ωB97M-V/def2-TZVPD.

Computed properties:
LUMO ... 0.55 eV
Gap between HOMO and LUMO ... 0.333 hartree
SMILES ... O=C[C@H]1SC[C@H]2C[C@@H]21

Last column: natural (NBO) charge in e.
Element x y z (Å)
1 O -2.429 -1.182 -0.032  -0.508
2 C -1.968 -0.276 -0.821  0.404
3 C -0.842 0.641 -0.205  -0.415
4 S -0.228 -0.199 1.358  0.183
5 C 1.553 -0.311 1.035  -0.527
6 C 1.679 0.671 -0.166  -0.220
7 C 1.825 0.605 -1.593  -0.379
8 C 0.392 0.337 -1.095  -0.312
9 H -2.345 0.049 -1.944  0.161
10 H -1.079 1.655 0.204  0.272
11 H 1.669 -1.435 0.928  0.226
12 H 2.185 0.034 1.744  0.217
13 H 1.790 1.785 0.337  0.226
14 H 2.272 -0.233 -2.303  0.241
15 H 2.273 1.559 -2.159  0.225
16 H 0.473 -0.777 -1.214  0.206

If we sort the structures by their calculated energies, the order from most to least stable is arrangement two, arrangement three, arrangement one, arrangement four.